Formula: C2H5N3S3
Source: the OMol25 dataset
Level of theory: ωB97M-V with the def2-TZVPD basis set

Positions of all 13 atoms, in Å:
C  -1.2460  1.1048  -0.6496
C  1.5875  -0.9432  0.4628
H  0.0170  1.9950  0.8538
H  -1.7015  2.2484  0.9269
H  -0.3019  -0.1383  -2.0787
H  -0.2813  -1.8129  0.1210
H  0.7189  -2.6176  1.3141
N  -0.9760  1.6594  0.5590
N  -0.1927  0.3152  -1.2208
N  0.6694  -1.9559  0.5647
S  -2.7987  0.9936  -1.2998
S  1.4457  0.2728  -0.7094
S  3.0596  -1.1213  1.1562

The HOMO energy comes out at -8.78 eV. The LUMO energy is 0.099 eV. The HOMO-LUMO gap comes out at 8.9 eV. The total charge is 0.

=====

Formula: C5H11ClNP
Source: the OMol25 dataset
Level of theory: ωB97M-V with the def2-TZVPD basis set

Positions of all 19 atoms, in Å:
C  -0.1736  -0.1766  -2.0997
C  0.0976  -0.4453  -0.6469
Cl  1.7484  -1.8052  -0.7565
C  -0.9601  -1.1593  0.1715
C  -0.6250  -0.7006  1.6055
C  0.5536  0.3561  1.4826
N  0.4385  0.6330  0.1305
P  1.2049  1.9826  -0.7121
H  0.8335  0.1347  -2.6653
H  -0.8498  0.6701  -2.0426
H  -0.8036  -0.9928  -2.5843
H  -0.9969  -2.2249  0.0122
H  -2.0460  -0.8979  -0.0675
H  -1.4975  -0.3184  2.1465
H  -0.4705  -1.6149  2.2112
H  0.3474  1.1984  2.0853
H  1.5511  -0.0210  1.7398
H  1.6420  2.5637  0.6962
H  0.0059  2.8180  -0.7066

Its SMILES is C[C@]1(Cl)CCCN1P. The HOMO energy comes out at -8.96 eV. The LUMO energy is 0.733 eV. The HOMO-LUMO gap comes out at 9.7 eV. The total charge is 0.

=====

Formula: C4H5NO2
Source: the OMol25 dataset
Level of theory: ωB97M-V with the def2-TZVPD basis set

Positions of all 12 atoms, in Å:
O  -0.9235  2.4106  0.2263
C  -0.3246  1.3897  0.1259
C  -0.9708  -0.0314  0.1717
C  -0.0378  -1.1879  -0.2962
N  0.8773  -0.4179  -1.1356
C  1.5052  0.2000  -0.2108
O  1.1074  1.4533  0.0930
H  -1.2943  -0.1697  1.2106
H  -1.8583  0.0412  -0.4602
H  -0.5293  -2.0367  -0.7868
H  0.4991  -1.5784  0.6116
H  1.9319  -0.3245  0.6777

Its SMILES is O=C1CCN=CO1. The HOMO energy comes out at -9.35 eV. The LUMO energy is -0.131 eV. The HOMO-LUMO gap comes out at 9.2 eV. The total charge is 0.

=====

Formula: C7H17O3Si
Source: the OMol25 dataset
Level of theory: ωB97M-V with the def2-TZVPD basis set

Positions of all 28 atoms, in Å:
O  -3.3021  -3.0672  0.8270
C  -2.3196  -3.9624  0.6977
O  -2.3511  -5.1562  1.5823
C  -1.1013  -3.7546  -0.4200
C  0.1868  -3.1047  0.3588
C  1.1255  -2.1179  -0.5690
Si  0.1780  -0.4394  -0.8581
H  -1.8672  -4.8752  2.4205
H  -0.7778  -4.7829  -0.9235
H  -1.5416  -3.0946  -1.2822
H  -0.0983  -2.4928  1.3182
H  0.8755  -4.0230  0.6832
H  1.4767  -2.6334  -1.5729
H  2.1224  -1.9392  0.0564
H  0.7684  0.3999  -1.8933
H  0.0325  0.2032  0.4406
H  -1.1784  -0.8386  -1.3115
C  -0.3886  3.8905  0.6370
C  0.8757  3.5455  -0.1675
C  1.6968  4.8254  -0.3957
O  0.4938  3.0923  -1.3489
H  -1.0266  4.6223  0.1240
H  -0.9946  2.9972  0.8352
H  -0.1159  4.3211  1.6079
H  1.4859  2.9104  0.4900
H  1.1361  5.5918  -0.9469
H  2.6185  4.6172  -0.9540
H  1.9902  5.2654  0.5649

The HOMO energy comes out at -2.41 eV. The LUMO energy is 2.384 eV. The HOMO-LUMO gap comes out at 4.8 eV. The total charge is -1.

=====

Formula: C3H4KO2
Source: the OMol25 dataset
Level of theory: ωB97M-V with the def2-TZVPD basis set

Positions of all 10 atoms, in Å:
O  -0.6825  1.0503  -0.7074
C  -1.4443  0.0097  -0.3056
C  -1.3998  -0.3508  1.1432
O  3.8213  -0.0119  -0.8797
C  4.5032  -0.8593  -0.5726
K  1.6564  1.9070  -1.2996
H  -0.7643  -1.1146  -0.0446
H  -1.0507  0.4154  1.8468
H  -2.1504  -1.0613  1.5189
H  -2.4887  0.0155  -0.6995

The HOMO energy (spin up / spin down) comes out at -4.56 / -6.59 eV. The LUMO energy (spin up / spin down) is -0.755 / -0.763 eV. The HOMO-LUMO gap (spin up / spin down) comes out at 3.8 / 5.8 eV. The total charge is 0. The spin multiplicity is 2.

=====

Formula: C3H8N2O2
Source: the OMol25 dataset
Level of theory: ωB97M-V with the def2-TZVPD basis set

Positions of all 15 atoms, in Å:
N  0.9775  2.1097  -0.9327
C  1.4063  0.8082  -0.6912
O  2.3884  0.2118  -1.1344
N  0.6369  0.0822  0.3298
C  -0.8437  0.0212  0.4299
C  -1.2683  -1.4835  0.8586
O  -2.7216  -1.6517  0.9572
H  0.3569  2.5128  -0.2166
H  1.6682  2.8180  -1.3886
H  1.0477  -0.8492  0.5106
H  -1.3875  0.4132  -0.3748
H  -1.2821  0.5894  1.3719
H  -0.8498  -2.2110  0.1375
H  -0.8534  -1.8240  1.8403
H  -3.1010  -1.3486  0.1734

Its SMILES is NC(=O)NCCO. The HOMO energy comes out at -9.46 eV. The LUMO energy is 0.701 eV. The HOMO-LUMO gap comes out at 10.2 eV. The total charge is 0.

=====

Formula: C43H53NO26P3
Source: the OMol25 dataset
Level of theory: ωB97M-V with the def2-TZVPD basis set

Positions of all 126 atoms, in Å:
C  -2.2207  4.6358  -1.9506
C  -0.9104  3.9489  -1.4879
C  -0.7864  2.5682  -2.1206
C  0.4261  1.7758  -1.6152
C  0.2840  0.2853  -1.9874
C  1.6017  -0.4248  -2.2364
C  1.4560  -1.8030  -2.9253
C  1.7267  -2.9722  -1.9594
C  0.7850  -2.9486  -0.7459
P  0.5572  -4.6346  0.0850
O  0.2105  -6.0943  1.0579
C  -1.0142  -5.9174  1.6558
C  -1.4564  -7.0914  2.5417
P  -0.8124  -6.8944  4.2064
O  -1.2850  -7.8863  5.1723
O  -1.1518  -5.4063  4.7180
O  0.7797  -6.9247  3.9989
C  -1.9718  -5.5060  0.5284
C  -2.3933  -6.6292  -0.3877
N  -3.2831  -6.1089  -1.4305
P  -3.4626  -4.6162  1.1757
O  -4.7479  -5.3562  1.2674
O  -1.2572  -4.4865  -0.1240
H  -2.0136  5.2229  -2.8418
H  -2.9513  3.8634  -2.1908
H  -2.6497  5.2662  -1.1734
H  -0.9566  3.8526  -0.4043
H  -0.0818  4.5793  -1.8092
H  -1.6707  1.9814  -1.8707
H  -0.6998  2.7017  -3.2014
H  0.3899  1.8538  -0.5272
H  1.3546  2.1912  -2.0054
H  -0.2515  -0.1865  -1.1629
H  -0.3734  0.2002  -2.8556
H  2.1467  -0.5470  -1.2981
H  2.2408  0.1986  -2.8684
H  0.4033  -1.8959  -3.2036
H  2.0985  -1.8616  -3.8023
H  1.6657  -3.9232  -2.4869
H  2.7447  -2.8120  -1.5924
H  -0.1898  -2.5915  -1.0731
H  1.2184  -2.2935  0.0093
H  0.5267  -5.3617  -1.1202
H  1.9875  -4.8965  0.1202
H  0.5331  -3.9430  1.3821
H  -1.0501  -5.0222  2.3016
H  -2.5372  -7.2108  2.5847
H  -0.9896  -8.0152  2.1983
H  -0.6784  -4.7296  4.2214
H  1.1885  -6.0557  4.0121
H  -2.9255  -7.3973  0.1723
H  -1.4948  -7.0741  -0.8264
H  -3.7683  -6.8635  -1.8932
H  -2.7435  -5.6327  -2.1419
H  -3.5141  -3.4472  0.4005
H  -3.0369  -4.1511  2.4450
C  -0.1738  10.4199  -4.2464
C  -0.1808  9.1193  -3.9261
C  -1.4393  8.2927  -3.9681
O  -1.3424  7.1162  -3.6731
C  -2.6802  8.9396  -4.3466
C  -2.6744  10.2408  -4.6642
C  -1.4150  11.0638  -4.6442
O  -1.4975  12.2341  -4.9661
O  -3.7622  10.9093  -5.0209
O  0.9032  8.4565  -3.5446
H  0.7245  11.0215  -4.2213
H  -3.5797  8.3408  -4.3580
H  -3.4707  11.8247  -5.1930
H  0.6149  7.5378  -3.3763
C  3.0921  -9.3843  -4.1124
C  2.6587  -8.1181  -4.0505
C  1.8870  -7.5968  -2.8665
O  1.5441  -6.4344  -2.8821
C  1.5917  -8.5065  -1.7697
C  2.0246  -9.7710  -1.8366
C  2.8128  -10.2870  -3.0098
O  3.1805  -11.4495  -2.9779
O  1.8026  -10.6737  -0.8840
O  2.8640  -7.2221  -5.0052
H  3.6474  -9.7706  -4.9554
H  1.0295  -8.1155  -0.9291
H  2.2289  -11.4949  -1.1908
H  2.4455  -6.3973  -4.6847
C  5.0888  -9.1495  6.0212
C  4.1923  -8.5273  5.2371
C  4.3340  -7.0717  4.8701
O  3.4869  -6.6163  4.1330
C  5.4550  -6.3211  5.4123
C  6.3402  -6.9465  6.1969
C  6.2178  -8.4087  6.5393
O  7.0878  -8.8879  7.2484
O  7.3957  -6.3454  6.7360
O  3.1287  -9.1215  4.7337
H  5.0004  -10.1922  6.2905
H  5.5373  -5.2745  5.1557
H  7.8579  -7.0367  7.2478
H  2.6285  -8.4462  4.2250
C  0.9197  13.3516  -0.2357
C  0.2454  12.3597  -0.8340
C  -1.2095  12.4951  -1.2047
O  -1.7412  11.5521  -1.7615
C  -1.8947  13.7312  -0.8794
C  -1.2202  14.7206  -0.2790
C  0.2395  14.5953  0.0712
O  0.7720  15.5536  0.5998
O  -1.7684  15.8803  0.0538
O  0.7966  11.1968  -1.1472
H  1.9630  13.2659  0.0323
H  -2.9411  13.8122  -1.1368
H  -1.0563  16.4055  0.4670
H  0.0994  10.6640  -1.5759
C  -4.4005  4.4553  3.2651
C  -4.1683  3.7817  2.1298
C  -2.9516  2.9105  1.9525
O  -2.8341  2.3273  0.8935
C  -1.9954  2.8249  3.0422
C  -2.2280  3.5005  4.1747
C  -3.4565  4.3519  4.3611
O  -3.5896  4.9178  5.4316
O  -1.4095  3.4803  5.2189
O  -4.9735  3.8216  1.0797
H  -5.2706  5.0810  3.4033
H  -1.1187  2.2090  2.8991
H  -1.8246  4.0480  5.8956
H  -4.5666  3.2434  0.4042

The HOMO energy comes out at -5.11 eV. The LUMO energy is -0.889 eV. The HOMO-LUMO gap comes out at 4.2 eV. The total charge is -1.

=====

Formula: C4H10NPS
Source: the OMol25 dataset
Level of theory: ωB97M-V with the def2-TZVPD basis set

Positions of all 17 atoms, in Å:
C  0.8884  -0.5976  0.1544
C  1.7869  0.6563  0.7876
C  1.4578  -1.9481  0.0540
C  -2.1671  1.6064  -1.0582
N  -0.3276  -0.1908  -0.1127
P  -1.4647  0.9651  0.5904
S  -2.6132  -0.5773  1.0991
H  1.4585  1.5993  0.4745
H  2.8953  0.3852  0.5816
H  1.6017  0.6380  1.9205
H  2.3540  -1.9791  -0.6133
H  0.5500  -2.5511  -0.2298
H  1.7028  -2.2539  1.0971
H  -1.6284  2.2757  -1.7426
H  -2.5728  0.7587  -1.7407
H  -3.0865  2.1891  -0.7289
H  -0.8352  -0.9759  -0.5329

The HOMO energy comes out at -7.31 eV. The LUMO energy is -0.028 eV. The HOMO-LUMO gap comes out at 7.3 eV. The total charge is 0.